{"formula": "C26H50Br8N4OS", "method": "ωB97M-V/def2-TZVPD", "homo_energy_ev": -7.1, "homo_lumo_gap_ev": 6.95, "e_above_lowest_kcal_mol": 657.4, "symbols": ["C", "C", "C", "C", "N", "H", "H", "H", "H", "H", "H", "H", "C", "C", "C", "C", "N", "H", "H", "H", "H", "H", "H", "H", "C", "C", "C", "C", "N", "H", "H", "H", "H", "H", "H", "H", "C", "C", "C", "C", "N", "H", "H", "H", "H", "H", "H", "H", "C", "S", "O", "C", "H", "H", "H", "H", "H", "H", "Br", "C", "C", "Br", "H", "H", "H", "H", "Br", "C", "C", "Br", "H", "H", "H", "H", "Br", "C", "C", "Br", "H", "H", "H", "H", "Br", "C", "C", "Br", "H", "H", "H", "H"], "positions_angstrom": [[0.892525, 2.615118, -3.147194], [0.910385, 3.997738, -2.412884], [2.038915, 4.163808, -1.315254], [3.293685, 4.518408, -2.034254], [4.279685, 4.716958, -2.612064], [0.929105, 1.785598, -2.441034], [1.743475, 2.379668, -3.786364], [-0.037045, 2.471328, -3.697944], [0.015775, 4.244688, -1.841244], [0.996565, 4.859338, -3.074944], [2.119225, 3.234208, -0.751794], [1.704985, 4.884188, -0.568494], [-3.043575, 0.065498, 1.290546], [-3.693035, -0.541792, 2.513296], [-5.254105, -0.667402, 2.437616], [-5.694285, -1.790162, 1.616856], [-6.037315, -2.751132, 0.958636], [-3.281815, -0.576902, 0.442816], [-1.986145, 0.260188, 1.469566], [-3.452835, 1.058478, 1.104546], [-3.373335, 0.027668, 3.385996], [-3.229725, -1.522902, 2.617466], [-5.719255, 0.250118, 2.077206], [-5.652835, -0.839662, 3.437336], [3.398215, -2.891772, 3.221016], [4.062125, -2.356582, 1.983126], [3.292915, -1.202222, 1.224116], [2.054295, -1.736142, 0.569386], [1.216485, -2.210352, 0.037106], [2.313645, -2.953272, 3.310656], [3.584325, -2.189592, 4.033666], [3.840205, -3.841442, 3.522466], [4.325575, -3.134132, 1.266116], [4.989225, -1.868992, 2.284526], [3.832295, -0.818912, 0.357956], [2.862405, -0.433552, 1.865916], [0.961805, 1.455608, 1.160376], [1.695845, 2.720088, 1.492646], [3.188695, 2.469478, 1.181556], [3.920075, 1.524858, 2.089046], [4.516525, 0.796708, 2.757076], [1.307985, 1.080158, 0.197416], [-0.119015, 1.493968, 1.024566], [1.198125, 0.620858, 1.820256], [1.697115, 2.907188, 2.566466], [1.370855, 3.565858, 0.886716], [3.794185, 3.373128, 1.251516], [3.322425, 2.034748, 0.190986], [-1.432525, -5.045002, -3.512204], [-0.983265, -3.685912, -2.441174], [-2.174415, -3.508112, -1.472084], [0.383965, -4.411162, -1.369734], [-0.825865, -5.934112, -3.340284], [-1.241305, -4.698732, -4.527894], [-2.495425, -5.248492, -3.382114], [1.139155, -4.932462, -1.957994], [0.069295, -5.271682, -0.779334], [0.702835, -3.683412, -0.623544], [-0.526375, 2.059678, -4.913994], [-0.973315, 0.279728, -4.332314], [0.145035, -0.670762, -4.841274], [-0.277515, -2.563882, -4.280664], [-1.980615, 0.194548, -4.739964], [-1.115365, 0.426328, -3.261594], [1.098425, -0.355522, -4.417274], [0.111615, -0.670812, -5.930754], [-2.404195, -1.262102, -1.770794], [-0.492765, -1.302682, -1.267274], [-0.083915, -0.166262, -0.377714], [-0.606355, 1.597678, -1.183654], [0.020845, -1.331472, -2.228254], [-0.240925, -2.232282, -0.756854], [0.970555, -0.231462, -0.109474], [-0.592655, -0.067282, 0.581186], [-2.333265, 5.805408, 0.630176], [-2.906835, 3.907068, 0.107296], [-1.719435, 2.923518, 0.188196], [-1.157315, 2.651088, 2.104766], [-3.419735, 4.115718, -0.831584], [-3.668205, 3.522748, 0.786056], [-0.901285, 3.385328, -0.364494], [-1.982395, 1.916098, -0.134374], [-2.537335, -2.115172, 4.199626], [-0.564735, -2.008522, 3.984436], [-0.344255, -0.749442, 3.197916], [1.683945, -0.578832, 2.949626], [-0.030525, -2.839762, 3.524266], [-0.068915, -1.866012, 4.944626], [-0.558645, 0.141608, 3.787976], [-0.781355, -0.743902, 2.199406]], "atomic_forces_ev_per_a": [[4.6, 2.2, 4.8], [1.1, -0.5, 0.7], [-0.3, -0.1, -1.5], [0.7, -0.2, 0.5], [-1.3, -0.1, 0.6], [1.1, 0.7, -0.6], [0.1, 1.0, -0.5], [3.4, 2.7, 7.6], [-0.6, -0.5, -0.3], [0.1, -0.2, -0.4], [0.4, 0.1, -0.7], [0.5, 0.6, -0.3], [-1.3, 0.4, -0.1], [-0.9, 0.9, -1.8], [0.9, 0.2, 0.3], [-1.8, -5.4, -3.8], [1.9, 5.4, 3.7], [0.5, 0.3, 0.0], [-0.5, -0.4, -0.3], [-0.2, 0.1, -0.2], [-0.6, 0.1, 0.0], [-1.6, 1.3, -1.7], [0.0, 0.1, -0.1], [0.0, 0.0, 0.1], [0.1, -0.3, 1.5], [-0.2, 1.4, -1.0], [0.3, -2.2, -2.7], [7.1, 1.9, 3.7], [-2.3, -3.5, -0.9], [0.2, -0.6, -0.9], [0.3, -0.1, 0.2], [0.0, -0.1, -0.1], [-0.2, 0.0, 0.0], [0.1, -0.2, 0.0], [0.7, 0.1, 0.3], [3.4, 0.1, -2.7], [1.4, -0.1, -1.6], [1.2, -0.8, 0.6], [1.0, -0.4, 0.5], [-0.1, 0.5, 0.2], [-0.2, 0.8, -0.3], [1.1, 1.4, 0.6], [2.4, -0.4, 0.0], [-0.8, 2.5, -1.5], [-0.5, 0.6, 0.0], [-0.1, 0.0, 0.7], [-0.1, 0.2, -0.2], [0.1, 0.1, -0.2], [0.3, -0.8, -0.5], [-3.1, -5.0, 8.2], [1.8, -4.3, -0.8], [-0.8, -1.8, -0.4], [-0.1, 0.0, 0.2], [-0.3, -0.4, 0.0], [0.1, 0.1, 0.2], [0.5, 0.9, -0.4], [-1.1, 0.0, 0.0], [0.2, -0.5, -1.1], [-7.0, -3.5, -13.8], [0.0, -0.2, 0.0], [-1.3, 0.4, -0.8], [2.5, 5.6, -5.2], [0.4, -0.8, -0.2], [0.5, -0.6, -0.2], [0.0, -0.4, -0.2], [0.4, 0.3, 0.1], [-0.2, 4.0, -0.3], [-1.7, 0.3, -0.4], [-1.4, -0.4, -1.7], [3.7, -7.5, -4.2], [0.2, 0.4, 0.2], [-1.7, 0.9, -0.5], [-1.3, 0.3, -1.5], [-0.1, -0.8, -0.8], [-0.4, -1.3, -0.2], [0.1, 0.5, 1.3], [-4.2, 4.9, 3.2], [-3.5, 3.0, 1.4], [0.7, -0.5, -0.3], [-0.1, 0.6, 0.3], [-0.4, 0.5, 1.2], [-1.9, 1.7, 1.7], [3.5, -3.3, 4.0], [0.5, 0.7, 0.4], [1.3, 0.5, 0.6], [-5.7, -2.4, 8.1], [-1.0, -0.4, -0.2], [-0.5, -0.2, 0.2], [-0.4, -0.1, -0.3], [0.4, -0.1, 0.5]], "mulliken_charge": [-1.6309, -0.6309, 0.6352, 0.0069, -0.5544, 0.1567, 0.6133, 0.6153, 0.1524, 0.6640, -1.2854, 0.6919, 0.8297, -1.3038, -0.7082, 0.2539, -0.5097, 0.0499, -0.5462, 0.0602, 0.6611, 0.6084, 0.3372, 0.3707, -1.1641, -0.7316, 0.1155, 0.3130, -0.7506, 0.1014, 0.3767, 0.3811, 0.5099, 0.4059, 0.7183, -1.1146, 1.4707, -1.3130, -0.2588, -0.0992, -0.5586, 0.3762, -0.3603, -0.5244, 0.6777, 0.4786, 0.6925, 0.3346, -1.1283, 0.9256, -0.6988, -0.1046, 0.3308, 0.4159, 0.3230, 0.4135, 0.3949, -0.4017, -0.2365, 0.7407, -0.6756, -0.1009, 0.5581, -1.0870, 0.3982, 0.4267, -0.1104, -2.1170, -0.6756, 0.3665, 0.7426, 1.5675, 0.8017, -0.4384, -0.2305, -0.8132, 0.9387, -0.0472, 0.4640, 0.5072, -0.7174, -0.3872, -0.2490, -0.6432, -0.2839, -0.1543, 0.3636, 0.5010, 0.3945, 0.1121]}

=====

{"formula": "C29H50ClFN2O6P", "method": "ωB97M-V/def2-TZVPD", "homo_energy_ev": -10.5, "homo_lumo_gap_ev": 5.25, "charge": 1, "symbols": ["O", "P", "Cl", "C", "N", "C", "C", "C", "F", "C", "C", "C", "C", "C", "N", "H", "H", "H", "H", "H", "H", "H", "H", "H", "H", "C", "C", "C", "O", "C", "H", "H", "H", "H", "H", "H", "H", "H", "C", "C", "C", "O", "C", "H", "H", "H", "H", "H", "H", "H", "H", "C", "C", "C", "O", "C", "H", "H", "H", "H", "H", "H", "H", "H", "C", "C", "C", "O", "C", "H", "H", "H", "H", "H", "H", "H", "H", "C", "C", "C", "O", "C", "H", "H", "H", "H", "H", "H", "H", "H"], "positions_angstrom": [[0.620352, 8.489442, 0.161584], [1.596232, 7.428330, -0.776733], [3.631522, 7.890673, -0.488082], [1.255548, 5.691009, -0.079007], [1.603983, 4.707770, -0.942506], [1.307611, 3.324782, -0.465389], [1.042108, 3.596165, 1.099818], [0.607063, 5.166456, 1.290675], [-0.825799, 5.052157, 1.348578], [1.365166, 5.493512, 2.689178], [2.129357, 6.832059, 2.763457], [2.843159, 7.154336, 4.127511], [2.690348, 6.098193, 5.267705], [1.843497, 4.841556, 4.940053], [1.203880, 4.511570, 3.711728], [0.240330, 7.921727, 0.882541], [2.037802, 4.811035, -1.897879], [1.972959, 2.454572, -0.771719], [0.242620, 3.095641, -0.864823], [0.470490, 2.824680, 1.707710], [2.131567, 3.621732, 1.496945], [2.220694, 7.617880, 1.949077], [3.426175, 8.107575, 4.332938], [3.139229, 6.232930, 6.318254], [1.710934, 4.085972, 5.801339], [0.723565, -1.609772, 0.985457], [1.874863, -1.567991, 1.966059], [2.476300, -0.203880, 1.690955], [1.400581, 0.645518, 1.262810], [0.248450, -0.170837, 0.995386], [-0.059096, -2.317841, 1.257162], [1.093783, -1.874379, -0.010393], [1.490455, -1.607051, 2.990544], [2.590288, -2.381876, 1.838832], [3.210753, -0.249314, 0.879661], [2.956931, 0.228139, 2.571947], [-0.477420, 0.001799, 1.797550], [-0.203122, 0.128983, 0.046289], [-3.462807, -4.309279, -0.305213], [-2.720999, -5.130212, -1.336748], [-1.328703, -4.534560, -1.272529], [-1.134833, -4.074759, 0.072343], [-2.399469, -4.097331, 0.752740], [-4.356670, -4.795853, 0.082737], [-3.756569, -3.347833, -0.737390], [-2.693092, -6.179789, -1.025158], [-3.159251, -5.082282, -2.335175], [-1.234635, -3.670075, -1.939079], [-0.551123, -5.258348, -1.528826], [-2.380033, -4.927074, 1.467544], [-2.537038, -3.164650, 1.305205], [2.038833, -7.207936, -0.383712], [2.549471, -8.629067, -0.469897], [1.859077, -9.284037, 0.710174], [0.610219, -8.602674, 0.890226], [0.613447, -7.413796, 0.089254], [2.100091, -6.660819, -1.326374], [2.606988, -6.654279, 0.371356], [2.210057, -9.089071, -1.403824], [3.637019, -8.709291, -0.425727], [2.442362, -9.163503, 1.629284], [1.676537, -10.349267, 0.550961], [-0.065333, -7.577463, -0.755561], [0.240561, -6.572152, 0.677789], [-7.140706, -1.260953, 1.362297], [-7.805598, -2.587490, 1.653680], [-6.860001, -3.567161, 0.987536], [-5.548691, -2.987874, 1.051792], [-5.670461, -1.617741, 1.457529], [-7.430681, -0.463721, 2.048871], [-7.382437, -0.940488, 0.343414], [-7.825206, -2.763030, 2.734247], [-8.827569, -2.659181, 1.277912], [-7.112758, -3.708221, -0.068857], [-6.854351, -4.543608, 1.477609], [-5.309538, -1.540606, 2.489058], [-5.043404, -0.988591, 0.820963], [2.373161, 5.632745, -6.283368], [3.730739, 4.978509, -6.414304], [4.288116, 5.119816, -5.011828], [3.166858, 5.093677, -4.112237], [1.960800, 5.222922, -4.885185], [1.659221, 5.319759, -7.046660], [2.478165, 6.721148, -6.338376], [3.608923, 3.919182, -6.662640], [4.367380, 5.435827, -7.172965], [4.798536, 6.079474, -4.882211], [4.983437, 4.317874, -4.754472], [1.460789, 4.247909, -4.889837], [1.298011, 5.951973, -4.411577]], "atomic_forces_ev_per_a": [[1.4, -3.1, 0.0], [-1.1, 1.9, -0.9], [-1.2, -0.6, 0.6], [1.0, -1.3, -0.9], [-0.7, 1.1, 2.2], [-3.5, -0.4, 1.2], [3.0, 0.3, -0.3], [1.1, -5.0, 0.6], [2.0, 1.7, -0.4], [0.4, 3.0, 0.6], [0.3, -2.2, 4.0], [-2.1, -3.8, 0.2], [-1.6, 0.1, -3.9], [0.7, 1.6, -0.7], [2.4, 4.2, 0.7], [0.2, 1.1, -0.4], [-0.3, 0.6, 1.0], [-0.4, 1.7, 0.5], [1.8, 0.2, 0.1], [0.6, 1.3, -1.1], [-1.8, -0.5, -0.3], [-0.3, -1.4, 1.1], [-0.9, -1.4, -0.6], [-0.8, -0.2, -2.0], [0.1, 1.2, -1.7], [-0.1, -0.2, -0.3], [0.0, -0.1, 0.4], [0.4, 0.1, -0.1], [0.0, -0.1, -0.1], [-0.3, 0.1, 0.2], [0.1, 0.1, -0.1], [-0.1, 0.0, 0.1], [0.1, 0.0, -0.1], [0.0, 0.1, 0.0], [0.1, -0.1, 0.1], [-0.1, 0.1, -0.1], [-0.1, 0.0, -0.1], [0.1, 0.1, 0.0], [-0.2, 0.2, -0.2], [0.1, -0.4, -0.1], [0.3, 0.2, -0.1], [-0.2, -0.1, -0.2], [0.1, -0.2, 0.3], [0.2, 0.1, 0.0], [-0.1, -0.1, 0.1], [0.0, 0.0, -0.1], [0.1, 0.0, 0.1], [0.0, 0.0, -0.1], [0.0, 0.1, 0.1], [-0.1, 0.1, 0.0], [0.1, 0.0, 0.0], [0.2, 0.4, 0.1], [0.1, -0.3, -0.4], [-0.1, -0.1, 0.3], [0.3, 0.1, -0.2], [-0.4, -0.1, 0.1], [0.0, 0.0, 0.1], [-0.1, 0.0, -0.1], [0.1, 0.0, 0.1], [-0.1, 0.0, 0.0], [0.1, -0.1, 0.0], [-0.1, 0.1, 0.1], [0.0, 0.1, -0.1], [-0.1, -0.1, 0.0], [-0.1, 0.4, -0.3], [-0.2, -0.2, 0.4], [0.1, -0.2, -0.3], [-0.4, 0.4, 0.3], [0.3, -0.1, 0.2], [0.0, -0.1, 0.0], [0.0, 0.0, 0.1], [0.0, 0.0, -0.1], [0.1, 0.0, 0.0], [-0.1, -0.1, 0.0], [0.1, 0.1, 0.0], [0.0, 0.1, 0.0], [0.0, -0.1, 0.0], [-0.2, 0.5, -0.2], [0.1, -0.4, -0.2], [0.5, 0.2, 0.2], [-0.4, 0.0, 0.0], [-0.3, -0.2, 0.2], [0.0, 0.0, 0.1], [-0.1, -0.1, 0.0], [0.1, 0.1, 0.0], [0.0, 0.0, 0.1], [0.0, -0.1, 0.0], [-0.1, 0.1, 0.1], [-0.1, 0.0, -0.1], [0.1, 0.0, 0.1]], "mulliken_charge": [-0.5124, 0.2836, -0.1582, -0.2182, 0.3114, -0.5072, -1.2690, 1.7733, -0.4082, 0.2684, -0.0877, -0.4975, -0.3844, -0.1414, -0.2874, 0.4164, 0.1648, 0.3640, 0.3270, 0.3553, 0.2745, -0.0599, 0.3567, 0.3271, 0.3262, 0.0612, -0.7320, -0.5354, -0.2302, -0.5583, -0.1316, 0.1919, 0.3035, 0.3611, 0.2909, 0.3310, 0.3094, 0.3510, -0.2139, -0.6378, -0.3829, -0.2980, -0.3404, 0.2008, 0.1494, 0.2543, 0.4088, 0.2879, 0.1486, 0.2614, 0.1938, -0.4711, -0.5464, -0.5029, -0.4317, 0.0496, 0.3172, 0.2946, 0.2582, 0.3499, 0.2762, 0.2841, 0.0843, 0.0388, -0.5478, -0.6111, -0.5220, -0.2372, -0.4604, 0.3282, 0.2752, 0.2725, 0.3285, 0.3098, 0.3249, 0.2841, 0.2464, -0.5931, -0.5481, -0.5054, -0.3953, -0.3884, 0.3378, 0.2798, 0.2625, 0.3352, 0.2835, 0.2823, 0.2915, 0.3042]}

=====

{"formula": "CH3P", "method": "ωB97M-V/def2-TZVPD", "homo_energy_ev": [-9.3, -8.9], "homo_lumo_gap_ev": [8.44, 8.51], "e_above_lowest_kcal_mol": 44.3, "symbols": ["C", "P", "H", "H", "H"], "positions_angstrom": [[-0.576080, 0.392961, -0.114452], [1.461158, 0.046458, -0.101043], [-0.818800, 1.459092, 0.204424], [-1.107198, -0.578244, 0.211372], [1.040920, -1.320269, -0.200299]], "atomic_forces_ev_per_a": [[4.5, -0.8, 1.8], [-5.4, 0.3, -0.4], [-0.2, -1.7, -0.7], [0.4, 2.1, -0.8], [0.7, 0.1, 0.1]], "mulliken_charge": [-0.5903, 0.0589, 0.2604, 0.2526, 0.0184]}